[1]
The following is a quantum chemistry calculation of a structure of composition C4H7N3O, from the OMol25 dataset.

Calculated total energy, Ha: -395.91488
Highest occupied orbital energy, eV: -8.2
LUMO level, hartree: 0.013
HOMO-LUMO gap, eV: 8.6
ΔE to the lowest compared entry with this formula, charge and spin, kJ/mol: 613.13

Structure (ORCA input):
```
! RIJCOSX wB97M-V def2-TZVPD def2/J DEFGRID3
* xyz 0 1
C -1.56 1.05 0.58
C 2.31 -0.26 0.05
C 1.64 -1.32 0.05
C 0.26 -0.92 -0.19
H -2.37 1.73 0.19
H -2.11 0.01 0.87
H -1.02 1.41 1.38
H -1.31 0.36 -1.38
H 3.28 -0.11 0.17
H 1.85 -2.38 0.55
H -1.40 -0.58 -0.44
N -0.73 1.22 -0.63
N 0.43 0.44 -0.51
N 1.61 0.86 -0.22
O -0.89 -1.50 -0.47
*
```

Atomic partial charges in e from the natural (NBO) method, atoms 1 to 4: -0.468 -0.084 -0.349 0.379


[2]
The following is a quantum chemistry calculation of the molecule C5H10O2, from the OMol25 dataset.

Calculated total energy, Ha: -346.93442
SMILES: C[C@H]1O[C@@H]1CCO
Highest occupied orbital energy, eV: -9.7
LUMO level, hartree: 0.037
HOMO-LUMO gap, eV: 10.7
ΔE to the lowest compared entry with this formula, charge and spin, kJ/mol: 238.95

Structure (ORCA input):
```
! RIJCOSX wB97M-V def2-TZVPD def2/J DEFGRID3
* xyz 0 1
C -0.95 -1.42 -1.84
C -0.21 -0.67 -0.79
O 1.75 1.58 0.26
C 1.37 0.75 1.30
C -0.13 0.57 1.48
C -0.84 0.19 0.20
O -0.44 0.86 -0.97
H -0.41 -1.38 -2.79
H -1.94 -0.98 -1.98
H -1.03 -2.48 -1.57
H 0.78 -1.09 -0.58
H 1.79 1.23 2.18
H 1.93 -0.18 1.19
H -0.32 -0.21 2.23
H -0.56 1.50 1.85
H -1.92 0.12 0.29
H 1.08 1.57 -0.44
*
```

Atomic partial charges in e from the natural (NBO) method, atoms 1 to 4: -0.634 0.057 -0.743 -0.059


[3]
The following is a quantum chemistry calculation of a structure of composition C5H8O, from the OMol25 dataset.

Calculated total energy, Ha: -270.43227
Highest occupied orbital energy, eV: -8.8
LUMO level, hartree: 0.030
HOMO-LUMO gap, eV: 9.6
ΔE to the lowest compared entry with this formula, charge and spin, kJ/mol: 329.84

Structure (ORCA input):
```
! RIJCOSX wB97M-V def2-TZVPD def2/J DEFGRID3
* xyz 0 1
C 1.76 0.16 -0.24
C 0.37 0.27 0.43
C -0.44 -1.01 0.34
C -1.71 -0.36 -0.16
O -2.85 -0.79 -0.13
C -1.21 0.96 -0.49
H 1.72 -0.17 -1.28
H 2.38 1.06 -0.19
H 2.30 -0.63 0.31
H 0.43 0.77 1.39
H -0.57 -1.47 1.32
H -0.04 -1.74 -0.36
H -1.77 1.85 -0.18
H -0.15 1.10 -0.76
*
```

Atomic partial charges in e from the natural (NBO) method, atoms 1 to 4: -0.647 -0.112 -0.546 0.526


[4]
The following is a quantum chemistry calculation of a structure of composition C12H15F6IrN2O5P, from the OMol25 dataset.

Calculated total energy, Ha: -1996.71258
Highest occupied orbital energy, eV: -13.1
LUMO level, hartree: -0.161
HOMO-LUMO gap, eV: 8.8
ΔE to the lowest compared entry with this formula, charge and spin, kJ/mol: 0.00

Structure (ORCA input):
```
! RIJCOSX wB97M-V def2-TZVPD def2/J DEFGRID3
* xyz 1 1
Ir 0.18 0.06 -0.51
O -1.65 4.97 1.90
C -1.10 4.18 2.80
O -0.94 4.48 3.95
C -0.65 2.82 2.34
C -0.07 1.89 3.17
N 0.20 0.79 2.45
N -0.20 0.97 1.18
C -0.70 2.19 1.09
C -1.19 2.55 -0.28
O -1.71 3.61 -0.51
O -1.01 1.59 -1.16
H -1.71 4.57 1.01
H 0.15 1.95 4.23
H 0.65 -0.07 2.73
C -2.62 -1.04 1.01
P -1.80 -1.00 -0.60
C -3.00 -0.28 -1.74
C -1.62 -2.72 -1.12
H -3.57 -1.56 0.91
H -2.82 -0.02 1.35
H -2.01 -1.56 1.75
H -3.91 -0.89 -1.74
H -2.58 -0.27 -2.75
H -3.23 0.73 -1.45
H -2.63 -3.13 -1.20
H -1.05 -3.29 -0.40
H -1.13 -2.77 -2.09
C 4.29 -0.82 -0.68
C 2.81 -1.11 -0.89
O 2.04 -0.34 -0.02
C 2.53 -2.61 -0.63
F 3.38 -3.39 -1.28
F 2.62 -2.85 0.68
F 1.28 -2.95 -1.02
C 2.40 -0.73 -2.33
F 0.95 -0.62 -2.38
F 2.69 -1.59 -3.27
F 2.81 0.48 -2.66
H 4.54 -1.07 0.35
H 4.48 0.24 -0.85
H 4.91 -1.41 -1.36
*
```

Atomic partial charges in e from the natural (NBO) method, atoms 1 to 4: 0.976 -0.648 0.777 -0.539


[5]
The following is a quantum chemistry calculation of the ion C5H12NO with charge +2, from the OMol25 dataset.

<S²>: 0.754
Calculated total energy, Ha: -326.91584
Highest occupied orbital energy (spin up / spin down), eV: -20.4 / -20.4
LUMO level (spin up / spin down), hartree: -0.286 / -0.533
HOMO-LUMO gap (spin up / spin down), eV: 12.6 / 5.9
ΔE to the lowest compared entry with this formula, charge and spin, kJ/mol: 176.45

Structure (ORCA input):
```
! RIJCOSX wB97M-V def2-TZVPD def2/J DEFGRID3
* xyz 2 2
O 2.30 -1.30 -0.25
C 1.56 -0.16 -0.43
C 0.61 0.14 0.73
N -0.25 1.32 0.28
C -1.27 0.73 -0.68
C -1.57 -0.64 -0.13
C -0.47 -0.90 0.94
H 3.03 -1.42 -0.93
H 1.08 -0.26 -1.44
H 2.28 0.68 -0.61
H 1.19 0.37 1.62
H 0.23 2.16 -0.10
H -0.65 1.79 1.10
H -2.11 1.42 -0.74
H -0.76 0.72 -1.65
H -2.56 -0.71 0.32
H -1.57 -1.36 -0.95
H -0.13 -1.93 1.01
H -0.93 -0.65 1.90
*
```

Atomic partial charges in e from the natural (NBO) method, atoms 1 to 4: -0.176 -0.152 -0.078 -0.519


[6]
The following is a quantum chemistry calculation of the molecule C4H8F2, from the OMol25 dataset.

Calculated total energy, Ha: -356.90212
SMILES: FCCCCF
Highest occupied orbital energy, eV: -11.6
LUMO level, hartree: 0.044
HOMO-LUMO gap, eV: 12.8
ΔE to the lowest compared entry with this formula, charge and spin, kJ/mol: 134.98

Structure (ORCA input):
```
! RIJCOSX wB97M-V def2-TZVPD def2/J DEFGRID3
* xyz 0 1
C -1.77 -0.61 -0.24
C -0.47 -0.48 0.51
C 0.44 0.49 -0.20
C 1.84 0.57 0.18
H -1.39 -0.71 -1.30
H -2.40 -1.42 -0.03
H -0.69 -0.14 1.44
H -0.02 -1.47 0.62
H 0.01 1.51 -0.34
H 0.41 0.19 -1.34
H 1.86 0.76 1.25
H 2.27 1.45 -0.38
F -2.53 0.48 0.01
F 2.43 -0.63 -0.19
*
```

Atomic partial charges in e from the natural (NBO) method, atoms 1 to 4: 0.074 -0.449 -0.430 0.044


[7]
The following is a quantum chemistry calculation of a structure of composition C9H11NO2, from the OMol25 dataset.

Calculated total energy, Ha: -554.48571
Highest occupied orbital energy, eV: -8.6
LUMO level, hartree: 0.020
HOMO-LUMO gap, eV: 9.2
ΔE to the lowest compared entry with this formula, charge and spin, kJ/mol: 854.84

Structure (ORCA input):
```
! RIJCOSX wB97M-V def2-TZVPD def2/J DEFGRID3
* xyz 0 1
C 3.29 0.32 0.00
C 2.14 -0.59 -0.07
C -0.20 -0.36 0.03
C -0.52 -1.72 -0.09
C -1.68 -2.32 -0.01
C -2.75 -1.52 0.02
C -2.59 -0.15 -0.03
C -1.34 0.33 0.04
C -1.47 2.05 -0.10
H 3.43 1.07 1.04
H 4.08 -0.04 -0.30
H 2.95 1.03 -0.38
H 2.30 -1.04 -0.92
H 2.31 -1.17 0.84
H 0.55 -2.41 -0.32
H -1.60 -3.29 0.04
H -4.04 -1.94 -0.04
H -3.52 0.30 0.20
H -0.36 3.74 0.26
H 0.90 2.26 -0.09
N -0.25 2.62 -0.15
O 0.90 0.26 0.04
O -2.52 2.56 0.00
*
```

Atomic partial charges in e from the natural (NBO) method, atoms 1 to 4: -0.526 -0.071 0.264 -0.213


[8]
The following is a quantum chemistry calculation of the molecule C4H6FNO, from the OMol25 dataset.

Calculated total energy, Ha: -385.75344
SMILES: O=C(CF)N1CC1
Highest occupied orbital energy, eV: -9.2
LUMO level, hartree: 0.035
HOMO-LUMO gap, eV: 10.2
ΔE to the lowest compared entry with this formula, charge and spin, kJ/mol: 315.28

Structure (ORCA input):
```
! RIJCOSX wB97M-V def2-TZVPD def2/J DEFGRID3
* xyz 0 1
C -1.33 0.74 -1.13
C -0.29 -0.31 -0.67
C 0.45 -0.82 1.81
C 1.69 -0.59 1.01
H -2.30 0.36 -0.91
H -1.00 0.98 -2.12
H 0.30 -0.36 2.79
H -0.03 -1.87 1.72
H 2.43 0.11 1.28
H 2.17 -1.06 0.03
N 0.34 0.15 0.71
O -0.04 -1.31 -1.20
F -0.75 1.91 -0.48
*
```

Atomic partial charges in e from the natural (NBO) method, atoms 1 to 4: -0.067 0.697 -0.250 -0.281